# 1
DFT (ωB97M-V/def2-TZVPD) results for a structure of composition C25H62Br3N3O3 in a non-equilibrium geometry.

Geometry as XYZ:
```
96
C25H62Br3N3O3 ωB97M-V/def2-TZVPD
C -40.133 21.480 0.789
Br -41.152 20.590 -0.695
Br -39.409 23.182 0.186
Br -38.679 20.252 1.308
H -40.728 21.661 1.684
C -44.015 22.577 1.027
C -45.199 23.496 1.038
C -45.719 23.839 2.419
C -46.908 24.726 2.536
C -47.069 25.033 4.028
C -48.257 25.933 4.181
H -44.294 21.606 1.437
H -43.097 22.970 1.465
H -43.742 22.460 -0.022
H -44.993 24.475 0.606
H -46.097 23.142 0.532
H -44.866 24.333 2.885
H -46.042 22.933 2.933
H -46.732 25.623 1.941
H -47.816 24.282 2.129
H -47.349 24.129 4.569
H -46.185 25.352 4.581
H -48.671 25.722 5.167
H -47.948 26.978 4.222
H -49.054 25.851 3.442
C -43.129 21.647 5.908
C -43.182 22.732 4.940
C -41.826 23.436 4.811
C -41.871 24.723 3.940
C -40.561 25.433 3.567
C -40.767 26.677 2.691
H -44.064 21.100 6.034
H -42.864 21.957 6.919
H -42.461 20.836 5.618
H -43.510 22.434 3.944
H -43.907 23.478 5.265
H -41.150 22.665 4.442
H -41.387 23.691 5.776
H -42.271 24.453 2.963
H -42.605 25.379 4.409
H -40.022 25.795 4.443
H -39.945 24.771 2.959
H -39.877 27.285 2.533
H -41.005 26.352 1.678
H -41.525 27.378 3.041
C -32.117 16.083 0.361
C -33.368 15.162 0.098
C -34.529 15.999 -0.619
O -34.871 17.113 0.276
C -36.228 17.501 0.221
N -32.914 14.062 -0.704
H -31.556 16.282 -0.552
H -31.497 15.586 1.107
H -32.490 16.981 0.854
H -33.741 14.789 1.052
H -35.423 15.428 -0.869
H -34.121 16.336 -1.572
H -36.509 18.505 0.538
H -36.859 16.779 0.741
H -36.593 17.497 -0.806
H -33.690 13.608 -1.164
H -32.253 14.386 -1.396
C -34.636 24.775 -0.650
C -34.039 23.580 0.164
C -34.357 22.247 -0.521
O -35.718 21.909 -0.431
C -36.038 20.843 -1.278
N -32.614 23.895 0.293
H -34.403 25.743 -0.206
H -35.707 24.651 -0.491
H -34.523 24.728 -1.733
H -34.452 23.632 1.171
H -33.786 21.472 -0.010
H -34.107 22.286 -1.581
H -35.455 20.000 -0.906
H -35.865 20.848 -2.354
H -37.088 20.652 -1.056
H -32.560 24.551 1.059
H -32.295 23.074 0.787
C -34.070 19.361 3.571
C -34.344 20.851 3.949
C -35.565 21.433 3.203
O -35.689 22.800 3.535
C -36.880 23.415 3.013
N -34.485 20.738 5.427
H -35.009 18.810 3.518
H -33.287 18.910 4.181
H -33.700 19.321 2.547
H -33.486 21.436 3.618
H -36.480 20.929 3.516
H -35.447 21.310 2.126
H -37.146 23.239 1.970
H -36.640 24.472 3.130
H -37.734 23.175 3.646
H -34.557 21.646 5.863
H -35.377 20.333 5.673
```

## Properties
Maximum force (eV/A): 2.8
Energy relative to the best compared isomer or geometry (same formula, charge and spin) (kcal per mole): 28.1
Total energy (Ha): -9101.6054
Lowest unoccupied orbital energy (eV): -0.48
HOMO level (eV): -9.25
Net charge: 0
Gap between HOMO and LUMO (eV): 8.76


# 2
DFT (ωB97M-V/def2-TZVPD) results for a structure of composition C25H62Cl2O22P4 in a non-equilibrium geometry.

Geometry as XYZ:
```
115
C25H62Cl2O22P4 ωB97M-V/def2-TZVPD
C -5.529 -5.413 20.456
Cl -5.955 -4.689 21.974
Cl -6.459 -4.695 19.035
H -4.551 -5.104 20.087
H -5.659 -6.493 20.521
C -5.115 -7.598 19.606
O -5.171 -7.698 18.198
P -4.050 -6.859 17.330
O -3.985 -5.390 17.584
O -2.674 -7.743 17.679
C -1.522 -7.585 16.920
O -4.310 -7.139 15.768
C -4.742 -8.484 15.353
H -4.559 -8.460 19.975
H -6.000 -7.610 20.242
H -4.573 -6.684 19.849
H -0.835 -8.217 17.483
H -1.086 -6.592 17.031
H -1.636 -7.969 15.906
H -4.105 -8.900 14.572
H -5.653 -8.202 14.826
H -4.930 -9.328 16.017
C -6.398 -6.246 17.552
O -6.992 -5.365 16.652
P -8.182 -5.738 15.631
O -9.565 -5.629 16.085
O -7.809 -4.762 14.428
C -6.585 -4.822 13.709
O -7.789 -7.229 15.149
C -8.692 -8.267 15.260
H -7.262 -6.657 18.074
H -5.705 -5.796 18.263
H -5.935 -7.026 16.948
H -5.837 -4.090 14.012
H -6.837 -4.758 12.650
H -6.236 -5.854 13.665
H -9.252 -8.226 14.326
H -9.333 -8.279 16.141
H -7.999 -9.108 15.290
C -3.228 -0.111 21.385
O -4.015 -1.060 22.052
P -5.618 -1.183 21.763
O -6.357 -2.069 22.690
O -6.137 0.385 21.861
C -6.602 0.781 23.193
O -5.602 -1.561 20.181
C -4.990 -2.769 19.698
H -3.830 0.416 20.645
H -2.543 -0.752 20.830
H -2.641 0.632 21.924
H -6.550 -0.012 23.939
H -7.497 1.369 23.398
H -5.868 1.423 23.679
H -5.027 -2.794 18.609
H -5.446 -3.702 20.032
H -3.970 -2.670 20.068
C -4.518 -3.240 23.041
O -3.139 -3.373 23.462
P -2.071 -4.235 22.549
O -2.636 -4.907 21.345
O -0.889 -3.132 22.296
C -1.210 -2.185 21.267
O -1.333 -5.206 23.638
C -0.222 -5.985 23.297
H -4.648 -3.234 21.959
H -4.893 -2.258 23.330
H -5.194 -4.018 23.394
H -2.271 -2.163 21.019
H -0.606 -2.321 20.371
H -1.073 -1.153 21.590
H -0.383 -6.567 22.390
H -0.200 -6.713 24.108
H 0.659 -5.343 23.295
O 0.306 -5.540 20.642
C 0.383 -5.573 19.393
O -0.604 -5.164 18.562
C -1.837 -4.723 19.003
C -2.629 -5.925 19.503
C 1.715 -5.915 18.805
H -2.377 -4.143 18.255
H -1.710 -3.981 19.792
H -2.823 -6.677 18.738
H -3.514 -5.527 19.999
H -2.034 -6.405 20.281
H 2.322 -5.067 18.486
H 1.634 -6.482 17.878
H 2.293 -6.477 19.539
O -11.644 -4.419 19.086
C -10.621 -4.367 19.753
O -9.397 -4.040 19.270
C -9.094 -4.011 17.852
C -8.081 -2.976 17.560
C -10.654 -4.523 21.286
H -9.982 -3.831 17.247
H -8.681 -4.991 17.615
H -8.615 -2.102 17.933
H -7.677 -2.684 16.590
H -7.186 -3.284 18.100
H -10.089 -3.674 21.670
H -10.237 -5.369 21.832
H -11.670 -4.413 21.665
O -6.879 -7.435 19.490
C -7.805 -6.909 20.225
O -9.099 -6.819 19.817
C -9.471 -7.286 18.501
C -10.973 -7.652 18.368
C -7.428 -6.405 21.608
H -8.874 -8.030 17.974
H -9.368 -6.387 17.893
H -11.163 -7.889 17.321
H -11.700 -6.928 18.736
H -11.235 -8.573 18.888
H -7.034 -5.429 21.326
H -6.534 -6.925 21.951
H -8.383 -6.515 22.123
```

## Properties
Maximum force (eV/A): 17.6
Total energy (Ha): -4929.8755
Lowest unoccupied orbital energy (eV): 0.53
HOMO level (eV): -6.97
Net charge: 0
Gap between HOMO and LUMO (eV): 7.49


# 3
DFT (ωB97M-V/def2-TZVPD) results for a structure of composition C25H63Cd2N4O9 in a non-equilibrium geometry.

Geometry as XYZ:
```
103
C25H63Cd2N4O9 ωB97M-V/def2-TZVPD
Cd 16.256 -12.477 -8.622
Cd 14.496 -9.660 -8.867
C 17.533 -10.094 -10.366
O 16.443 -10.402 -9.514
H 18.427 -9.704 -9.877
H 17.793 -10.907 -11.049
H 17.230 -9.301 -11.055
C 12.148 -7.275 -12.414
O 13.352 -7.842 -12.918
C 13.823 -7.172 -14.086
C 15.284 -7.531 -14.270
N 15.336 -9.002 -14.396
C 16.681 -9.547 -14.121
C 16.587 -10.987 -14.639
O 17.841 -11.647 -14.485
C 17.806 -12.948 -15.002
H 11.848 -8.009 -11.665
H 11.391 -7.198 -13.194
H 12.225 -6.327 -11.875
H 13.566 -6.114 -14.160
H 13.322 -7.645 -14.941
H 15.869 -7.139 -13.430
H 15.754 -7.121 -15.165
H 14.735 -9.327 -13.641
H 16.975 -9.437 -13.077
H 17.416 -9.021 -14.733
H 16.260 -10.894 -15.671
H 15.910 -11.543 -13.980
H 17.907 -13.006 -16.085
H 17.002 -13.547 -14.551
H 18.660 -13.554 -14.664
C 16.006 -15.460 -6.954
O 15.435 -14.477 -7.881
C 14.727 -15.192 -8.903
C 14.022 -14.138 -9.709
N 14.971 -13.118 -10.235
C 15.774 -13.519 -11.439
C 17.105 -14.197 -11.041
O 17.682 -13.320 -10.058
C 19.109 -13.437 -9.891
H 16.885 -15.872 -7.450
H 15.322 -16.194 -6.542
H 16.407 -14.867 -6.130
H 13.995 -15.930 -8.576
H 15.366 -15.701 -9.631
H 13.240 -13.680 -9.095
H 13.424 -14.582 -10.514
H 14.337 -12.442 -10.661
H 16.116 -12.648 -11.999
H 15.084 -14.104 -12.048
H 17.779 -14.271 -11.894
H 16.997 -15.191 -10.605
H 19.573 -12.514 -10.232
H 19.522 -14.367 -10.274
H 19.334 -13.492 -8.819
C 13.141 -2.940 -4.565
O 13.044 -2.984 -5.983
C 13.376 -4.283 -6.465
C 13.239 -4.266 -7.959
N 14.493 -4.048 -8.654
C 14.443 -4.182 -10.086
C 15.825 -4.335 -10.691
O 16.370 -5.638 -10.513
C 17.407 -5.903 -11.456
H 14.223 -2.960 -4.365
H 12.570 -3.704 -4.036
H 12.830 -1.981 -4.151
H 12.696 -5.029 -6.040
H 14.372 -4.519 -6.074
H 12.514 -3.535 -8.352
H 12.713 -5.194 -8.222
H 14.921 -3.170 -8.378
H 14.164 -3.186 -10.478
H 13.773 -4.940 -10.485
H 16.544 -3.645 -10.229
H 15.755 -4.048 -11.745
H 17.494 -5.168 -12.255
H 17.425 -6.886 -11.930
H 18.314 -5.869 -10.837
C 25.394 -6.327 -9.302
O 24.006 -6.108 -9.563
C 23.228 -5.884 -8.412
C 22.880 -7.185 -7.595
N 21.867 -7.989 -8.268
C 20.566 -7.388 -8.401
C 19.550 -8.132 -7.469
O 19.504 -7.477 -6.242
C 19.469 -8.229 -5.066
H 25.561 -7.404 -9.452
H 25.802 -6.072 -8.325
H 25.959 -5.857 -10.107
H 22.399 -5.307 -8.817
H 23.786 -5.319 -7.656
H 22.441 -6.811 -6.672
H 23.812 -7.739 -7.528
H 22.241 -8.447 -9.088
H 20.168 -7.519 -9.409
H 20.599 -6.329 -8.159
H 19.838 -9.179 -7.332
H 18.538 -8.074 -7.894
H 20.322 -8.912 -5.011
H 18.582 -8.868 -4.920
H 19.399 -7.605 -4.178
```

## Properties
Maximum force (eV/A): 2.2
Total energy (Ha): -2220.6132
Lowest unoccupied orbital energy (eV): -12.56
HOMO level (eV): -14.35
Net charge: +3
Gap between HOMO and LUMO (eV): 1.79


# 4
DFT (ωB97M-V/def2-TZVPD) results for a cluster of 5 separate species, C25H65NO19P6 in total in a non-equilibrium geometry.

Geometry as XYZ:
```
116
C25H65NO19P6 ωB97M-V/def2-TZVPD
C 7.819 4.711 5.230
C 6.501 4.221 5.800
O 5.428 4.330 4.866
P 5.481 3.443 3.490
O 5.536 2.055 4.005
O 3.916 3.520 3.020
C 3.289 2.374 2.426
C 2.297 1.772 3.396
O 5.941 4.659 2.554
C 5.146 5.824 2.269
C 5.276 6.915 3.310
H 8.151 4.077 4.403
H 8.594 4.701 5.997
H 7.722 5.725 4.842
H 6.590 3.186 6.141
H 6.223 4.827 6.662
H 4.031 1.634 2.126
H 2.776 2.711 1.524
H 2.769 1.551 4.355
H 1.869 0.853 2.992
H 1.487 2.474 3.596
H 4.105 5.573 2.090
H 5.534 6.199 1.320
H 4.711 6.681 4.210
H 4.884 7.849 2.906
H 6.317 7.062 3.596
C -3.720 -5.402 -4.609
C -4.669 -4.610 -3.732
O -5.229 -5.400 -2.678
P -4.254 -5.999 -1.534
O -3.582 -4.849 -0.901
O -5.380 -6.365 -0.402
C -5.102 -6.173 0.986
C -5.901 -5.004 1.520
O -4.113 -7.495 -2.062
C -5.190 -8.440 -2.151
C -5.979 -8.330 -3.437
H -2.836 -5.719 -4.047
H -3.388 -4.800 -5.454
H -4.204 -6.303 -4.988
H -4.167 -3.734 -3.311
H -5.509 -4.252 -4.327
H -4.036 -6.021 1.153
H -5.389 -7.091 1.504
H -5.720 -4.107 0.928
H -5.644 -4.799 2.560
H -6.969 -5.218 1.462
H -5.842 -8.400 -1.284
H -4.707 -9.418 -2.120
H -6.652 -7.475 -3.423
H -6.586 -9.227 -3.570
H -5.316 -8.221 -4.296
C -0.707 4.801 9.909
C -0.860 6.244 9.465
O -0.384 6.460 8.136
P -1.133 5.714 6.907
O -2.545 6.138 6.956
O -0.578 6.606 5.653
C -1.431 6.917 4.549
C -1.799 8.385 4.573
O -0.113 4.517 6.670
C 1.245 4.669 6.220
C 2.220 4.938 7.346
H -1.340 4.137 9.313
H -0.992 4.692 10.956
H 0.321 4.464 9.787
H -1.902 6.562 9.540
H -0.271 6.894 10.112
H -2.326 6.294 4.559
H -0.878 6.683 3.637
H -2.238 8.660 5.531
H -2.508 8.621 3.778
H -0.908 8.999 4.437
H 1.347 5.411 5.434
H 1.506 3.712 5.767
H 2.159 5.969 7.692
H 3.237 4.767 6.990
H 2.026 4.287 8.198
C -0.422 -4.759 -11.462
C -0.437 -5.452 -10.112
O 0.224 -4.690 -9.099
P -0.391 -3.252 -8.675
O -1.773 -3.505 -8.224
O 0.371 -3.023 -7.250
C -0.316 -2.408 -6.153
C -0.613 -3.434 -5.086
O 0.592 -2.302 -9.496
C 2.000 -2.173 -9.254
C 2.829 -3.221 -9.965
H -1.003 -3.833 -11.435
H -0.849 -5.406 -12.228
H 0.595 -4.495 -11.751
H -1.461 -5.668 -9.801
H 0.094 -6.401 -10.178
H -1.234 -1.925 -6.490
H 0.338 -1.630 -5.756
H -1.155 -4.284 -5.497
H -1.202 -2.996 -4.280
H 0.316 -3.824 -4.664
H 2.232 -2.142 -8.193
H 2.264 -1.191 -9.649
H 2.771 -4.186 -9.465
H 3.876 -2.914 -9.972
H 2.494 -3.355 -10.993
N -0.018 2.391 1.040
C -0.512 1.407 1.384
O -0.642 0.160 1.677
P -0.642 -0.911 0.178
P -0.710 -2.223 -1.665
O 0.623 -3.177 -1.690
O -0.510 -1.236 -2.991
H -1.879 -1.418 0.589
H 0.558 -1.488 0.647
H -0.642 0.293 -0.586
H 1.422 -2.630 -1.772
H -0.647 -0.318 -2.713
```

## Properties
SMILES: CCOP(=O)(OCC)OCC.CCOP(=O)(OCC)OCC.CCOP(=O)(OCC)OCC.CCOP(=O)(OCC)OCC.N#CO[PH3]P(O)O
Maximum force (eV/A): 7.0
Total energy (Ha): -4524.1419
Lowest unoccupied orbital energy (eV): 0.09
HOMO level (eV): -8.50
Net charge: 0
Gap between HOMO and LUMO (eV): 8.58